(1)
{
  "formula": "C16H34F3N5O6PRu",
  "method": "ωB97M-V with the def2-TZVPD basis set",
  "spin_multiplicity": 2,
  "orbital_gap_ev": [7.32, 7.43],
  "de_lowest_ev": 0.000,
  "total_charge": 2,
  "elements": ["Ru", "C", "N", "C", "C", "O", "C", "O", "C", "C", "O", "N", "C", "C", "H", "H", "H", "H", "H", "H", "H", "H", "H", "H", "H", "H", "H", "H", "H", "H", "F", "C", "F", "F", "C", "O", "O", "C", "N", "C", "P", "O", "N", "C", "C", "N", "C", "C", "H", "H", "H", "H", "H", "H", "H", "H", "H", "H", "H", "H", "H", "H", "H", "H", "H", "H"],
  "positions_angstrom": [[0.502, 0.072, 0.561], [2.931, 3.786, 3.268], [2.975, 2.691, 2.292], [4.054, 2.723, 1.302], [2.106, 1.715, 2.320], [2.195, 0.720, 1.536], [0.990, 1.709, 3.371], [-0.020, 0.806, 2.958], [-1.369, 1.229, 2.930], [-2.047, 0.682, 1.668], [-1.439, -0.161, 0.917], [-3.281, 1.017, 1.416], [-4.026, 1.910, 2.313], [-4.005, 0.505, 0.247], [3.867, 4.332, 3.202], [2.111, 4.467, 3.039], [2.836, 3.401, 4.282], [4.137, 3.740, 0.926], [4.990, 2.426, 1.774], [3.821, 2.046, 0.486], [1.427, 1.351, 4.308], [0.589, 2.709, 3.538], [-1.895, 0.833, 3.804], [-1.451, 2.318, 2.940], [-4.125, 1.469, 3.303], [-3.538, 2.882, 2.376], [-5.016, 2.051, 1.893], [-3.381, -0.190, -0.301], [-4.906, 0.003, 0.592], [-4.279, 1.350, -0.384], [0.797, 3.537, -2.410], [0.575, 3.739, -1.125], [1.630, 4.371, -0.589], [-0.506, 4.491, -0.965], [0.406, 2.410, -0.369], [0.809, 1.336, -0.927], [-0.049, 2.382, 0.790], [3.925, -2.785, 0.543], [2.846, -2.011, -0.079], [3.348, -0.969, -0.972], [1.353, -2.654, -0.358], [0.442, -1.462, -0.714], [0.951, -3.390, 1.058], [1.027, -2.598, 2.279], [-0.179, -4.326, 1.072], [1.217, -3.738, -1.563], [1.944, -5.004, -1.507], [0.628, -3.427, -2.867], [4.514, -2.126, 1.184], [4.586, -3.211, -0.216], [3.525, -3.593, 1.152], [3.935, -0.255, -0.390], [2.528, -0.439, -1.463], [3.990, -1.399, -1.746], [1.927, -1.985, 2.296], [1.064, -3.262, 3.145], [0.127, -1.973, 2.408], [-0.278, -4.818, 0.110], [-1.112, -3.802, 1.298], [-0.003, -5.083, 1.836], [2.287, -5.206, -0.492], [2.808, -4.981, -2.175], [1.280, -5.814, -1.811], [0.147, -2.453, -2.842], [-0.118, -4.182, -3.119], [1.405, -3.420, -3.634]],
  "forces_ev_per_a": [[-0.5, 0.4, 0.1], [0.0, 0.0, 0.0], [-0.1, -0.1, 0.2], [0.0, 0.0, 0.0], [-0.2, 0.1, 0.2], [0.1, -0.2, -0.4], [0.0, 0.2, 0.0], [0.0, -0.4, 0.0], [0.0, 0.1, -0.1], [0.0, 0.0, 0.2], [0.0, -0.1, -0.2], [0.1, 0.0, 0.2], [0.0, 0.0, 0.0], [0.0, 0.0, 0.0], [0.0, 0.0, 0.0], [0.0, 0.0, 0.0], [0.0, 0.0, 0.0], [0.0, 0.0, 0.0], [0.0, 0.0, 0.0], [0.0, 0.0, 0.0], [0.0, 0.0, 0.0], [0.0, 0.0, -0.1], [0.0, 0.0, 0.0], [0.0, 0.0, 0.0], [0.0, 0.0, 0.0], [0.0, 0.0, 0.0], [0.0, 0.0, 0.0], [0.0, 0.0, 0.0], [0.0, 0.0, 0.0], [0.0, 0.0, 0.0], [0.0, 0.0, 0.0], [0.0, 0.0, 0.0], [0.0, 0.0, 0.0], [0.0, 0.0, 0.0], [0.0, -0.1, 0.3], [-0.2, 0.1, 0.0], [0.3, 0.2, -0.5], [0.0, 0.0, 0.0], [-0.2, -0.2, 0.2], [0.0, 0.1, -0.2], [0.3, -0.4, 0.0], [0.2, 0.2, 0.2], [0.1, 0.0, -0.3], [0.1, -0.1, 0.2], [0.0, -0.1, 0.0], [-0.1, 0.3, 0.3], [0.1, 0.0, 0.1], [0.0, 0.1, 0.0], [0.0, 0.0, 0.0], [0.0, 0.0, 0.0], [0.0, 0.0, 0.0], [0.0, 0.0, 0.0], [0.2, -0.1, 0.1], [0.0, 0.0, 0.0], [0.0, 0.0, 0.0], [0.0, 0.0, 0.0], [0.0, 0.1, 0.0], [0.0, 0.0, 0.0], [0.0, 0.0, 0.0], [0.0, 0.0, 0.0], [0.0, 0.0, 0.0], [0.0, -0.1, 0.0], [0.0, 0.0, 0.0], [0.0, 0.0, 0.0], [0.0, 0.0, 0.0], [0.0, 0.0, 0.0]]
}



(2)
{
  "formula": "C16H34N2O27S6",
  "method": "ωB97M-V with the def2-TZVPD basis set",
  "smiles": "C[N+](=O)[O-].O=S1(=O)OCCO1.O=S1(=O)OCCO1.O=S1(=O)OCCO1.O=S1(=O)OCCO1.O=S1(=O)OCCO1.O=S1(=O)OCCO1.CN(C)C=O",
  "spin_multiplicity": 1,
  "orbital_gap_ev": 8.74,
  "de_lowest_ev": 0.000,
  "elements": ["C", "N", "O", "O", "H", "H", "H", "O", "S", "O", "O", "C", "C", "O", "H", "H", "H", "H", "O", "S", "O", "O", "C", "C", "O", "H", "H", "H", "H", "O", "S", "O", "O", "C", "C", "O", "H", "H", "H", "H", "O", "S", "O", "O", "C", "C", "O", "H", "H", "H", "H", "O", "S", "O", "O", "C", "C", "O", "H", "H", "H", "H", "O", "S", "O", "O", "C", "C", "O", "H", "H", "H", "H", "C", "N", "C", "C", "O", "H", "H", "H", "H", "H", "H", "H"],
  "positions_angstrom": [[0.242, -21.020, 15.729], [1.405, -20.212, 15.315], [1.826, -20.367, 14.148], [2.001, -19.497, 16.131], [0.029, -21.763, 14.961], [-0.563, -20.284, 15.730], [0.447, -21.466, 16.702], [10.430, -27.469, 7.564], [9.295, -27.212, 8.487], [8.127, -28.080, 8.473], [9.948, -27.438, 9.981], [10.209, -26.187, 10.537], [9.025, -25.262, 10.093], [8.979, -25.625, 8.705], [10.178, -26.315, 11.619], [11.230, -25.904, 10.283], [9.406, -24.245, 10.182], [8.085, -25.429, 10.621], [4.267, -25.795, 11.380], [4.627, -24.352, 11.527], [5.949, -23.955, 11.245], [3.636, -23.342, 10.641], [2.696, -22.588, 11.551], [3.387, -22.583, 12.871], [4.003, -23.841, 12.988], [2.458, -21.579, 11.214], [1.848, -23.271, 11.606], [2.603, -22.486, 13.623], [4.012, -21.690, 12.873], [0.035, -27.525, 16.363], [1.159, -26.711, 15.918], [1.358, -25.327, 16.328], [2.571, -27.546, 16.182], [3.327, -27.666, 14.967], [2.624, -27.141, 13.765], [1.329, -26.805, 14.237], [4.290, -27.171, 15.094], [3.534, -28.729, 14.843], [2.592, -27.834, 12.924], [2.956, -26.166, 13.409], [10.209, -22.297, 11.875], [9.575, -22.377, 13.187], [10.458, -22.303, 14.319], [8.287, -21.345, 13.404], [7.103, -22.044, 14.059], [7.418, -23.555, 14.043], [8.580, -23.680, 13.255], [7.083, -21.851, 15.131], [6.162, -21.961, 13.516], [6.639, -24.256, 13.742], [7.602, -23.853, 15.075], [4.639, -19.645, 10.510], [5.327, -20.395, 9.513], [4.601, -21.234, 8.611], [6.448, -19.427, 8.739], [7.692, -19.339, 9.451], [7.661, -20.295, 10.597], [6.685, -21.167, 10.185], [8.568, -19.543, 8.835], [7.926, -18.300, 9.684], [7.463, -19.889, 11.589], [8.591, -20.864, 10.603], [-1.419, -22.260, 8.134], [-0.167, -22.563, 8.747], [0.308, -22.010, 10.015], [-0.104, -24.198, 8.787], [1.186, -24.782, 8.611], [1.890, -23.764, 7.657], [1.073, -22.589, 7.558], [1.525, -24.827, 9.646], [1.226, -25.823, 8.291], [2.094, -24.299, 6.730], [2.876, -23.451, 8.001], [4.704, -26.257, 7.396], [3.977, -27.508, 7.376], [4.050, -28.403, 6.284], [3.675, -28.015, 8.588], [3.127, -29.074, 8.776], [4.929, -25.911, 6.388], [5.566, -26.255, 8.064], [3.913, -25.570, 7.697], [3.476, -29.316, 6.441], [3.692, -27.985, 5.343], [5.054, -28.783, 6.098], [4.091, -27.388, 9.392]],
  "forces_ev_per_a": [[-0.4, 0.4, -0.2], [3.2, 0.4, -0.8], [-1.1, 0.3, 1.6], [-1.6, -1.2, -1.0], [0.2, 0.1, 0.1], [-0.2, -0.3, 0.4], [-0.1, 0.3, -0.1], [-3.4, 1.5, 1.5], [2.4, -2.6, 0.4], [1.3, 2.0, -0.6], [-1.1, -0.3, -1.4], [-0.7, 0.6, 2.0], [2.6, -0.7, 0.2], [-0.6, -1.0, -1.3], [0.0, 0.0, 0.1], [-0.2, 0.7, -0.4], [-0.6, 0.1, -0.3], [0.1, -0.1, -0.2], [0.8, 4.0, 0.5], [-4.2, -1.5, -0.8], [0.8, 0.2, 0.5], [0.8, -0.4, 1.3], [0.1, -1.9, -0.6], [-1.0, 1.2, -0.3], [1.9, -1.2, -0.8], [0.2, -0.4, -0.5], [-0.3, 0.6, -0.1], [0.4, -0.1, 0.3], [0.7, -0.4, 0.5], [2.1, 1.9, -0.9], [1.2, -0.9, -1.2], [-0.7, -2.1, -0.6], [-1.6, 1.1, -0.5], [1.9, -1.2, 0.7], [-0.8, 1.8, -0.1], [-2.5, -0.1, 2.0], [-0.1, 0.1, 0.2], [-0.1, 0.0, 0.1], [-0.3, -0.1, 0.2], [0.8, -0.4, -0.1], [-2.0, -0.1, 1.9], [-0.9, -0.2, 0.3], [-1.2, -0.1, -0.8], [-0.4, -1.3, 0.3], [1.2, -1.1, -0.3], [0.7, 0.3, 1.1], [1.8, -0.4, -1.1], [-0.2, 1.2, -0.4], [0.4, 1.2, -0.1], [0.1, 0.5, -0.8], [0.6, -0.1, 0.0], [0.1, -0.3, -0.1], [4.3, 0.5, 0.0], [1.1, 0.6, 0.7], [-1.6, -0.2, -0.2], [1.0, 1.8, -0.6], [0.6, 0.4, 0.3], [-4.0, -2.6, -0.1], [-0.6, -0.7, -0.8], [-0.8, 0.2, 0.5], [-0.1, 0.2, -0.1], [-0.1, 0.0, 0.3], [1.1, 0.6, 0.8], [2.4, -2.9, -1.0], [-1.0, -0.6, -2.5], [-1.7, 0.2, 0.1], [0.4, 1.6, 1.3], [0.7, -0.6, 1.0], [-1.4, 0.5, 1.1], [1.1, 0.2, -0.1], [-0.9, 0.2, -0.6], [-0.8, 0.7, -0.6], [-0.1, 0.0, 0.4], [-1.2, 0.6, -0.5], [0.3, -0.2, 0.3], [0.0, -1.2, -1.6], [0.4, -0.3, 0.3], [-0.3, -0.3, 0.4], [0.4, -0.4, 0.0], [0.0, 0.1, -0.2], [0.6, 0.7, 0.6], [-0.3, 0.3, 0.4], [0.0, 0.3, 0.1], [0.4, 0.3, 0.1], [-0.4, 0.1, 0.3]]
}



(3)
{
  "formula": "C16H34NO4S",
  "method": "ωB97M-V with the def2-TZVPD basis set",
  "spin_multiplicity": 1,
  "orbital_gap_ev": 4.45,
  "total_charge": -1,
  "elements": ["C", "C", "C", "O", "C", "C", "O", "C", "S", "O", "C", "H", "H", "H", "H", "H", "H", "H", "H", "H", "H", "H", "H", "H", "H", "H", "H", "C", "C", "C", "C", "C", "C", "N", "O", "C", "C", "C", "H", "H", "H", "H", "H", "H", "H", "H", "H", "H", "H", "H", "H", "H", "H", "H", "H", "H"],
  "positions_angstrom": [[-3.306, 0.609, -2.238], [-2.825, 1.682, -1.060], [-1.812, 2.852, -1.609], [-2.041, 4.189, -1.042], [-1.838, 4.226, 0.414], [-0.287, 4.010, 0.906], [-0.267, 3.358, 2.252], [0.412, 2.053, 2.111], [0.608, 1.383, 3.879], [-2.214, 5.612, 0.850], [-3.649, 5.855, 0.636], [-4.125, -0.077, -1.706], [-3.884, 1.139, -3.126], [-2.389, -0.040, -2.610], [-2.281, 1.018, -0.242], [-3.842, 2.115, -0.612], [-0.667, 2.520, -1.547], [-2.027, 2.948, -2.779], [-2.540, 3.509, 1.029], [0.377, 3.366, 0.189], [0.162, 5.100, 1.096], [-0.348, 1.351, 1.531], [1.471, 2.103, 1.616], [1.631, 0.408, 3.881], [-3.942, 6.774, 1.329], [-4.240, 4.901, 0.974], [-3.812, 6.155, -0.492], [3.190, -1.788, -1.660], [1.731, -1.933, -1.173], [1.167, -3.309, -1.614], [1.743, -4.515, -0.880], [2.220, -4.203, 0.533], [1.570, -2.953, 1.179], [1.809, -1.800, 0.294], [1.286, -0.614, 0.788], [2.315, -2.720, 2.521], [0.086, -3.245, 1.499], [0.884, -0.868, -1.928], [3.600, -0.808, -1.395], [3.259, -1.887, -2.751], [3.847, -2.545, -1.223], [0.079, -3.315, -1.478], [1.319, -3.454, -2.695], [0.981, -5.304, -0.849], [2.581, -4.932, -1.452], [2.067, -5.089, 1.164], [3.308, -4.062, 0.498], [3.367, -2.463, 2.349], [2.297, -3.623, 3.144], [1.863, -1.913, 3.111], [0.000, -4.112, 2.167], [-0.509, -3.468, 0.609], [-0.393, -2.404, 2.011], [0.938, -1.025, -3.013], [1.241, 0.152, -1.744], [-0.173, -0.921, -1.644]],
  "forces_ev_per_a": [[-0.4, 0.2, 0.8], [-0.2, -0.8, 0.0], [-0.2, -1.0, -1.5], [0.7, -1.8, 1.6], [0.1, 1.0, 0.9], [0.0, 0.8, 0.8], [1.1, -0.5, -2.0], [-0.5, -1.2, -0.7], [0.4, -0.1, -0.4], [-0.8, -2.1, -1.0], [0.2, 0.6, 0.2], [2.0, 1.2, -1.2], [1.5, -1.0, 1.7], [-2.1, 1.4, 0.7], [-1.2, 1.5, -1.5], [2.4, -0.6, -0.9], [-2.5, 0.6, 0.2], [0.4, 0.1, 2.6], [1.3, 1.0, -1.5], [-1.5, 1.4, 1.1], [-0.9, -2.4, -0.8], [2.1, 1.2, 1.0], [-2.2, -0.1, 0.8], [-1.1, 1.2, -0.9], [0.6, -2.0, -1.5], [0.8, 1.8, -0.8], [0.0, -0.8, 2.3], [0.1, -0.1, -0.5], [0.2, -0.4, -0.4], [-0.1, 0.1, -0.1], [0.0, -0.3, -0.2], [0.2, 0.1, 0.2], [0.2, -0.1, -0.4], [0.3, -0.2, 0.4], [-0.5, 0.5, 0.3], [-0.1, 0.2, 0.0], [-0.2, 0.0, 0.2], [0.0, 0.1, 0.5], [-0.2, -0.1, 0.2], [0.0, 0.0, -0.1], [-0.2, 0.0, 0.1], [0.1, 0.2, 0.1], [0.0, 0.2, 0.1], [0.1, 0.1, -0.1], [-0.1, 0.0, 0.0], [-0.1, 0.2, 0.1], [-0.1, 0.2, 0.1], [-0.2, 0.0, -0.2], [-0.1, -0.1, -0.1], [0.0, -0.1, -0.3], [0.1, 0.0, 0.0], [0.1, 0.0, 0.0], [0.3, 0.1, -0.2], [0.1, -0.3, 0.1], [-0.1, -0.2, 0.2], [0.2, 0.0, 0.1]]
}